[1]
# C55H69N2O7STi

A structure of composition C55H69N2O7STi (wB97M-V/def2-TZVPD, OMol25).

```
! RIJCOSX wB97M-V def2-TZVPD def2/J DEFGRID3
* xyz 1 1
Ti -0.231 -0.304 -0.963
C 1.504 2.408 -1.248
O 0.907 1.397 -0.375
C 0.605 1.875 0.933
C -0.348 2.863 1.090
C -1.358 3.374 0.058
C -1.691 2.671 -1.242
C -1.941 3.402 -2.387
C -2.438 2.821 -3.562
C -2.728 1.465 -3.541
C -2.492 0.691 -2.414
C -2.948 -0.772 -2.300
C -1.852 -1.833 -2.205
C -1.214 -2.298 -3.371
C -0.328 -3.345 -3.345
C 0.004 -3.899 -2.089
C -0.552 -3.464 -0.917
C -0.155 -4.053 0.428
C 0.494 -3.162 1.505
C 0.719 -3.724 2.767
C 1.340 -3.029 3.796
C 1.816 -1.743 3.516
C 1.634 -1.158 2.284
C 2.268 0.179 1.909
C 1.337 1.373 2.006
C 1.226 2.030 3.219
C 0.403 3.141 3.398
C -0.414 3.490 2.335
C 0.508 3.989 4.667
C -0.624 5.012 4.770
C 0.484 3.112 5.923
C 1.846 4.746 4.602
C 0.921 -1.867 1.332
O 0.635 -1.202 0.171
C 1.528 -3.611 5.199
C 3.017 -3.606 5.571
C 0.749 -2.737 6.197
C 1.012 -5.044 5.304
C -1.545 -2.466 -0.991
O -2.189 -2.119 0.154
C -3.334 -2.909 0.486
C 0.295 -3.924 -4.611
C 1.827 -3.812 -4.538
C -0.100 -5.405 -4.718
C -0.181 -3.201 -5.869
C -1.948 1.305 -1.288
O -1.620 0.496 -0.213
C -2.722 3.697 -4.780
C -1.480 4.526 -5.135
C -3.113 2.868 -6.005
C -3.882 4.649 -4.443
H 1.582 3.334 -0.693
H 0.883 2.531 -2.124
H 2.493 2.062 -1.530
H -1.107 4.410 -0.171
H -2.304 3.412 0.602
H -1.763 4.473 -2.353
H -3.153 0.981 -4.413
H -3.566 -1.005 -3.162
H -3.563 -0.838 -1.409
H -1.464 -1.810 -4.305
H 0.748 -4.689 -2.038
H 0.545 -4.863 0.230
H -1.033 -4.514 0.881
H 0.376 -4.741 2.930
H 2.348 -1.184 4.282
H 2.665 0.108 0.901
H 3.107 0.339 2.583
H 1.851 1.678 4.037
H -1.146 4.283 2.451
H -1.607 4.529 4.741
H -0.577 5.754 3.968
H -0.541 5.550 5.718
H -0.469 2.577 6.004
H 0.596 3.737 6.812
H 1.297 2.380 5.937
H 1.892 5.371 3.706
H 2.690 4.052 4.575
H 1.959 5.391 5.479
H 3.428 -2.594 5.595
H 3.597 -4.189 4.851
H 3.159 -4.047 6.563
H 1.125 -1.708 6.201
H 0.843 -3.139 7.210
H -0.314 -2.708 5.932
H 1.544 -5.716 4.623
H -0.059 -5.107 5.092
H 1.171 -5.410 6.322
H -3.086 -3.970 0.519
H -4.132 -2.755 -0.244
H -3.653 -2.570 1.466
H 2.234 -4.345 -3.674
H 2.141 -2.769 -4.464
H 2.270 -4.244 -5.440
H 0.321 -5.996 -3.900
H 0.275 -5.821 -5.658
H -1.186 -5.523 -4.700
H 0.089 -2.140 -5.852
H -1.264 -3.287 -6.003
H 0.296 -3.649 -6.742
H -0.633 3.874 -5.372
H -1.180 5.191 -4.321
H -1.688 5.147 -6.010
H -2.348 2.125 -6.249
H -3.228 3.529 -6.867
H -4.066 2.352 -5.860
H -3.629 5.307 -3.607
H -4.780 4.087 -4.172
H -4.117 5.275 -5.308
O 1.145 1.792 -4.735
C 2.372 1.215 -4.629
C 3.434 1.674 -5.400
C 4.685 1.096 -5.288
C 4.900 0.043 -4.404
C 3.843 -0.421 -3.648
C 2.569 0.151 -3.741
C 1.521 -0.414 -2.855
O 1.714 -1.439 -2.218
O 0.363 0.218 -2.688
H 1.175 2.446 -5.442
H 3.272 2.492 -6.094
H 5.499 1.469 -5.897
H 5.882 -0.407 -4.310
H 3.969 -1.247 -2.959
C -0.626 0.315 6.523
N -0.685 0.239 5.075
C -1.749 -0.177 4.370
N -2.786 -0.646 5.109
S -1.772 -0.192 2.683
H 0.388 0.570 6.819
H -0.872 -0.649 6.973
H -1.299 1.079 6.927
H 0.047 0.653 4.519
H -2.891 -0.398 6.077
H -3.622 -0.857 4.593
*
```

Its electronic energy is -109418.5457 eV. Its gap between HOMO and LUMO is 7.127 eV. The highest occupied orbital energy is -9.8 eV. The energy above the lowest of the compared OMol25 structures with the same formula, charge and spin comes out at 221.35 kJ/mol.

Here are the Mulliken charges for atoms 1 to 6, given in e: -0.549 -1.046 0.351 -0.067 0.255 -1.303



[2]
# C55H71N6O28P

A cluster of 11 separate species, C55H71N6O28P in total (wB97M-V/def2-TZVPD, OMol25).

```
! RIJCOSX wB97M-V def2-TZVPD def2/J DEFGRID3
* xyz 0 1
C 44.532 10.696 2.273
C 45.615 11.577 2.895
O 45.862 11.057 4.185
C 46.947 10.288 4.446
O 47.682 9.803 3.621
O 47.092 10.266 5.717
C 48.147 9.490 6.210
H 44.932 9.686 2.184
H 44.195 11.095 1.317
H 43.642 10.707 2.903
H 45.089 12.519 3.052
H 46.479 11.671 2.236
H 49.085 9.866 5.803
H 48.044 8.407 6.144
H 48.289 9.811 7.242
C 38.241 18.557 -4.959
C 39.160 17.615 -4.231
O 38.843 17.958 -2.881
C 38.775 16.979 -1.931
O 38.925 15.757 -2.220
O 38.554 17.563 -0.660
C 38.246 16.807 0.484
H 38.162 19.567 -4.558
H 37.316 17.983 -4.893
H 38.461 18.612 -6.025
H 40.197 17.861 -4.457
H 39.030 16.550 -4.426
H 38.963 16.096 0.896
H 37.313 16.280 0.285
H 38.011 17.455 1.328
C 31.404 12.112 5.386
C 32.572 13.182 5.187
O 32.926 13.827 6.411
C 33.741 14.895 6.265
O 34.126 15.387 5.234
O 34.201 15.213 7.525
C 35.098 16.324 7.606
H 31.890 11.223 5.787
H 30.832 11.853 4.495
H 30.752 12.512 6.164
H 32.163 13.948 4.528
H 33.464 12.891 4.633
H 36.054 15.906 7.290
H 35.265 16.676 8.625
H 34.883 17.093 6.864
C 40.979 15.259 6.874
C 42.215 15.914 6.268
O 42.550 17.224 6.830
C 41.844 18.335 6.544
O 40.822 18.376 5.821
O 42.327 19.368 7.198
C 41.681 20.625 7.090
H 40.714 15.555 7.889
H 41.119 14.185 6.996
H 40.145 15.496 6.214
H 42.195 15.932 5.178
H 43.053 15.264 6.521
H 42.045 21.014 6.139
H 41.812 21.331 7.911
H 40.635 20.345 6.968
C 36.195 11.019 11.783
C 35.471 11.032 12.993
C 34.556 9.994 13.250
C 34.397 8.963 12.273
C 35.126 9.003 11.065
C 35.916 10.077 10.771
N 33.516 7.771 12.532
O 33.279 7.058 11.507
O 33.098 7.572 13.679
H 37.015 11.716 11.693
H 35.532 11.754 13.794
H 34.010 9.997 14.182
H 34.946 8.250 10.312
H 36.449 10.187 9.839
C 48.052 16.535 9.628
C 48.869 16.635 10.791
C 49.922 15.769 10.983
C 50.223 14.788 10.043
C 49.384 14.662 8.870
C 48.349 15.566 8.693
N 51.419 13.944 10.133
O 52.094 14.083 11.102
O 51.667 13.109 9.192
H 47.129 17.089 9.712
H 48.590 17.450 11.443
H 50.684 16.041 11.698
H 49.561 13.927 8.099
H 47.675 15.646 7.853
C 38.268 28.797 7.576
C 38.261 28.846 8.977
C 39.322 28.384 9.720
C 40.463 27.950 9.052
C 40.514 27.929 7.633
C 39.445 28.416 6.892
N 41.718 27.664 9.852
O 41.645 27.768 11.027
O 42.663 27.250 9.225
H 37.385 29.199 7.101
H 37.412 29.291 9.476
H 39.393 28.575 10.781
H 41.439 27.742 7.109
H 39.479 28.546 5.821
C 43.010 24.428 1.987
C 44.357 24.440 2.356
C 45.064 23.240 2.445
C 44.391 22.014 2.248
C 43.048 22.010 1.814
C 42.347 23.168 1.730
N 45.050 20.694 2.651
O 44.460 19.676 2.418
O 46.133 20.745 3.133
H 42.489 25.372 1.922
H 44.820 25.399 2.537
H 46.113 23.224 2.700
H 42.511 21.098 1.597
H 41.315 23.148 1.415
C 35.681 22.868 5.440
C 35.059 21.793 4.776
C 33.939 21.196 5.328
C 33.523 21.512 6.606
C 34.205 22.592 7.264
C 35.233 23.288 6.684
N 32.379 20.818 7.205
O 32.387 20.800 8.418
O 31.618 20.150 6.502
H 36.591 23.263 5.012
H 35.504 21.421 3.865
H 33.430 20.550 4.628
H 33.937 22.949 8.247
H 35.713 24.093 7.220
C 43.459 22.182 14.812
C 42.154 22.166 14.379
C 41.547 21.119 13.657
C 42.259 19.934 13.514
C 43.583 19.850 13.965
C 44.144 20.989 14.582
N 41.681 18.730 12.855
O 40.637 18.814 12.299
O 42.193 17.618 12.969
H 43.972 22.945 15.379
H 41.546 23.018 14.647
H 40.497 21.200 13.416
H 44.149 18.952 13.766
H 45.196 20.979 14.824
C 40.962 6.852 11.747
O 40.710 7.036 10.352
P 41.868 7.830 9.479
O 41.577 7.967 8.037
O 42.124 9.224 10.238
C 43.276 9.982 10.136
O 43.206 6.931 9.800
C 43.734 5.913 9.002
H 41.230 5.820 11.974
H 40.018 7.041 12.258
H 41.645 7.647 12.047
H 43.922 9.671 9.315
H 43.723 9.994 11.130
H 43.059 11.040 9.994
H 44.186 5.165 9.653
H 44.590 6.268 8.429
H 43.037 5.434 8.315
*
```

Its electronic energy is -133726.4507 eV. Its gap between HOMO and LUMO is 9.121 eV. The highest occupied orbital energy is -9.9 eV. The energy above the lowest of the compared OMol25 structures with the same formula, charge and spin comes out at 216.81 kJ/mol.

Here are the Mulliken charges for atoms 1 to 6, given in e: -1.068 -0.218 -0.276 0.720 -0.561 -0.288



[3]
# C55H73BN11O11

A cluster of 13 separate species, C55H73BN11O11 in total (wB97M-V/def2-TZVPD, OMol25).

```
! RIJCOSX wB97M-V def2-TZVPD def2/J DEFGRID3
* xyz -1 1
O -4.159 27.781 -25.009
C -4.744 27.240 -25.843
O -5.067 27.748 -27.025
B -6.068 26.881 -27.638
O -6.025 25.625 -26.885
C -5.249 25.795 -25.840
O -5.001 24.996 -25.057
O -5.780 26.648 -29.075
C -6.832 26.941 -29.785
O -6.977 26.764 -30.930
C -7.887 27.558 -28.858
O -7.434 27.459 -27.617
O -8.965 27.893 -29.203
N -6.486 23.147 -21.202
C -5.706 23.720 -22.107
C -4.535 24.408 -21.815
C -4.109 24.376 -20.506
C -4.823 23.658 -19.563
C -6.045 23.136 -19.949
H -6.101 23.672 -23.117
H -4.012 24.885 -22.630
H -3.152 24.839 -20.277
H -4.452 23.515 -18.557
H -6.673 22.670 -19.192
N -3.594 32.723 -24.476
C -2.955 33.717 -23.874
C -1.705 33.601 -23.291
C -1.053 32.380 -23.330
C -1.721 31.314 -23.909
C -3.000 31.526 -24.412
H -3.457 34.679 -23.841
H -1.184 34.460 -22.880
H -0.122 32.205 -22.802
H -1.237 30.347 -23.974
H -3.535 30.706 -24.887
N -6.567 31.616 -24.619
C -7.173 30.578 -25.142
C -8.077 29.757 -24.473
C -8.239 29.961 -23.114
C -7.583 31.025 -22.534
C -6.777 31.827 -23.330
H -7.036 30.394 -26.204
H -8.538 28.920 -24.985
H -8.787 29.280 -22.468
H -7.640 31.181 -21.465
H -6.311 32.682 -22.849
N -10.326 29.681 -32.403
C -9.241 29.053 -31.980
C -8.051 28.990 -32.703
C -8.008 29.688 -33.894
C -9.110 30.404 -34.317
C -10.254 30.369 -33.542
H -9.287 28.540 -31.018
H -7.217 28.432 -32.302
H -7.104 29.656 -34.496
H -9.085 31.057 -35.179
H -11.156 30.920 -33.774
C -11.268 26.830 -31.002
C -11.710 27.135 -32.422
O -12.665 26.081 -32.656
C -13.145 25.635 -31.470
O -14.053 24.903 -31.375
O -12.439 26.169 -30.448
H -11.118 27.728 -30.418
H -10.435 26.133 -30.971
H -10.863 27.050 -33.100
H -12.180 28.113 -32.535
C -3.692 28.060 -21.937
C -3.326 28.850 -20.684
C -3.775 28.166 -19.398
C -5.209 28.178 -19.180
N -6.350 28.176 -19.017
H -4.769 28.009 -22.082
H -3.351 27.023 -21.866
H -3.242 28.520 -22.812
H -3.709 29.873 -20.769
H -2.244 29.019 -20.689
H -3.203 28.549 -18.551
H -3.440 27.123 -19.453
C -1.576 28.402 -26.825
C -1.542 29.418 -27.955
C -2.892 29.638 -28.633
C -3.803 30.464 -27.817
N -4.508 31.178 -27.252
H -2.122 27.478 -27.008
H -1.967 28.871 -25.921
H -0.562 28.069 -26.574
H -0.833 29.079 -28.715
H -1.191 30.381 -27.583
H -3.471 28.727 -28.812
H -2.780 30.150 -29.590
C -8.377 23.504 -28.575
C -9.585 24.363 -28.213
C -9.458 24.969 -26.810
C -9.624 23.966 -25.756
N -9.763 23.198 -24.917
H -8.275 23.363 -29.656
H -8.427 22.529 -28.085
H -7.417 23.950 -28.289
H -10.491 23.755 -28.177
H -9.696 25.158 -28.945
H -10.237 25.713 -26.611
H -8.511 25.483 -26.670
C -6.886 20.913 -23.784
C -5.948 20.574 -24.944
C -4.674 21.388 -25.071
C -3.836 21.409 -23.858
N -3.118 21.424 -22.970
H -7.406 21.867 -23.911
H -6.264 20.976 -22.892
H -7.712 20.210 -23.690
H -6.539 20.587 -25.869
H -5.750 19.492 -24.904
H -4.931 22.399 -25.383
H -3.988 20.950 -25.797
C -3.465 25.205 -30.766
C -4.477 24.199 -31.299
C -5.461 23.714 -30.222
C -4.829 23.171 -29.028
N -4.362 22.788 -28.091
H -2.847 24.916 -29.915
H -3.927 26.169 -30.540
H -2.758 25.430 -31.578
H -3.971 23.319 -31.707
H -5.018 24.676 -32.113
H -6.226 23.044 -30.611
H -5.989 24.620 -29.888
C -6.897 25.498 -35.893
C -7.346 26.255 -34.645
C -8.058 25.309 -33.683
C -7.214 24.262 -33.111
N -6.581 23.458 -32.594
H -7.720 25.167 -36.524
H -6.363 24.593 -35.582
H -6.186 26.053 -36.507
H -8.090 26.992 -34.955
H -6.578 26.796 -34.098
H -8.899 24.809 -34.165
H -8.405 25.866 -32.805
C -10.844 30.743 -26.559
C -12.320 30.472 -26.902
C -12.619 30.526 -28.396
C -12.124 31.727 -29.063
N -11.737 32.654 -29.584
H -10.238 30.204 -27.296
H -10.562 30.344 -25.589
H -10.663 31.813 -26.601
H -12.901 31.235 -26.371
H -12.661 29.514 -26.506
H -13.701 30.494 -28.556
H -12.226 29.629 -28.874
*
```

Its electronic energy is -97815.0634 eV. Its gap between HOMO and LUMO is 9.129 eV. The highest occupied orbital energy is -7.3 eV.

Here are the Mulliken charges for atoms 1 to 6, given in e: -0.369 0.415 -0.023 -0.158 -0.310 -0.073



Which of these has the lowest electronic energy? C55H71N6O28P



Look up the highest occupied orbital energy of the second one. -9.9 eV



Which of these has the highest electronic energy? C55H73BN11O11